# C6H8N2O

C6H8N2O in the gas phase at a distorted geometry (ωB97M-V with the def2-TZVPD basis set, the Open Molecules 2025 dataset).

The geometry in ORCA input format:
```
! RIJCOSX wB97M-V def2-TZVPD def2/J DEFGRID3
* xyz 0 1
C 3.1440 -0.3424 0.0844
C 1.7199 0.2632 -0.2769
O 1.6229 1.3678 -0.8471
N 0.6917 -0.4274 0.2252
C -0.6751 -0.0709 0.0544
C -1.2862 1.0688 0.3584
C -2.5863 0.9659 0.1709
C -2.7473 -0.3720 -0.4250
N -1.6051 -0.9248 -0.4244
H 3.3988 -0.0020 1.1225
H 3.8014 0.2250 -0.5199
H 3.1346 -1.4684 0.0657
H 0.7947 -1.1211 0.9814
H -0.9197 1.9883 0.8786
H -3.4514 1.5568 0.0957
H -3.7023 -0.7847 -0.8381
H -1.3346 -1.9220 -0.7058
*
```

Output
- SMILES: CC(=O)Nc1ccc[nH]1
- Frontier orbital gap: 8.51 eV
- Relative energy (zero: lowest compared OMol25 entry of this formula, charge and spin): 119.9 kJ/mol
- HOMO energy: -7.893 eV

=====

# C7H10

C7H10 in the gas phase at a distorted geometry (ωB97M-V with the def2-TZVPD basis set, the Open Molecules 2025 dataset).

The geometry in ORCA input format:
```
! RIJCOSX wB97M-V def2-TZVPD def2/J DEFGRID3
* xyz 0 1
C 2.0141 -0.0514 0.1099
C 0.4896 0.0656 -0.0373
C -0.1656 1.4167 0.0482
C -1.4674 1.1404 0.0740
C -1.5233 -0.4101 -0.0200
C -0.5481 -0.6028 -1.1956
C -0.3739 -0.8009 0.9124
H 2.5721 0.5192 -0.6389
H 2.3132 0.3455 1.0965
H 2.3838 -1.0870 0.0856
H 0.3778 2.3516 0.0117
H -2.3003 1.8269 0.0859
H -2.5133 -0.8675 0.0781
H -0.8809 -0.1400 -2.1379
H 0.2030 -1.3535 -1.2695
H -0.4337 -0.4785 1.9519
H -0.1472 -1.8742 0.8451
*
```

Output
- SMILES: C[C@]12C=C[C@H](C1)C2
- Frontier orbital gap: 9.39 eV
- Relative energy (zero: lowest compared OMol25 entry of this formula, charge and spin): 286.5 kJ/mol
- HOMO energy: -8.323 eV

=====

# C6H8O2S

A molecular structure, C6H8O2S at a distorted geometry (ωB97M-V with the def2-TZVPD basis set, the Open Molecules 2025 dataset).

The geometry in ORCA input format:
```
! RIJCOSX wB97M-V def2-TZVPD def2/J DEFGRID3
* xyz 0 1
C -1.7504 0.3661 -1.5070
C -0.6728 0.6911 -2.2172
C -1.3889 -0.0758 -0.1761
C -0.0416 0.0941 -0.1904
C -2.2851 -0.6327 0.8490
C 3.1333 0.3390 0.8534
O 1.6394 -1.8658 1.3704
O 0.4124 0.6948 -1.3387
S 1.5743 -0.4172 1.5638
H -2.8721 0.3689 -1.7224
H -0.5602 1.3200 -3.1573
H -2.8181 -1.4785 0.4989
H -1.8663 -0.9979 1.7733
H -3.0734 0.0765 1.1884
H 3.7844 -0.3615 0.3876
H 3.8593 0.6519 1.5718
H 2.9257 1.2268 0.2526
*
```

Output
- Frontier orbital gap (spin up / spin down): 8.29 / 8.29 eV
- Relative energy (zero: lowest compared OMol25 entry of this formula, charge and spin): 289.1 kJ/mol
- HOMO energy (spin up / spin down): -8.730 / -8.733 eV